Molecular formula: C7H11NOS
Method: DFT, ωB97M-V/def2-TZVPD

```
21
Properties=species:S:1:pos:R:3:forces:R:3:mulliken_charge:R:1
S -2.011 0.223 0.072 1.352 -0.857 -0.450 0.547
O -2.172 -1.156 0.585 -0.409 -0.322 0.559 -0.604
N 0.220 2.832 -0.622 0.076 0.506 -0.003 -0.530
C 0.750 -0.647 0.265 0.420 1.482 -1.100 -0.428
C -0.409 0.731 2.130 0.926 -0.286 -3.298 -1.376
C 2.263 -0.641 0.261 -0.185 0.731 -0.947 -0.712
C -1.918 -0.032 -1.729 1.811 1.232 1.174 -0.731
C -0.099 0.564 0.483 -2.609 -0.263 3.467 0.545
C 0.131 1.835 -0.061 0.767 0.472 -1.203 0.101
C 1.460 -0.912 -1.029 0.325 -0.006 -1.328 -0.754
H 2.762 -1.389 0.908 -0.255 0.349 -1.015 0.283
H -0.787 -0.253 2.272 -0.424 -0.579 1.099 0.479
H 1.427 -0.228 -1.983 0.376 -0.664 2.531 0.316
H -1.113 1.523 2.308 -0.320 0.185 0.066 0.395
H 1.449 -1.912 -1.408 -0.190 -0.638 0.137 0.279
H 2.783 0.304 0.096 -0.155 -0.084 0.844 0.273
H -0.843 -0.304 -1.905 -1.062 0.692 -0.354 0.073
H 0.329 -1.493 0.736 -0.494 -0.779 0.381 0.629
H 0.527 0.920 2.595 0.697 0.028 0.610 0.436
H -2.275 0.958 -2.076 0.317 -0.969 -0.803 0.366
H -2.475 -0.923 -1.898 -0.963 -0.230 -0.368 0.413
```
Positions in Å, forces in eV/Å.

As for the max |F|: 4.3 eV/Å. The LUMO energy comes out at 0.746 eV. The calculation puts the total energy at -21807.00980 eV. The relative energy (zero: lowest compared OMol25 entry of this formula, charge and spin) is 252.7 kJ/mol.